{"formula": "C17H16N3SSeTl", "method": "the ωB97M-V functional and the def2-TZVPD basis", "symbols": ["Tl", "Se", "N", "C", "C", "C", "C", "C", "C", "N", "H", "H", "H", "H", "S", "C", "N", "C", "C", "C", "C", "C", "C", "C", "C", "C", "C", "H", "H", "H", "H", "H", "H", "H", "H", "H", "H", "H", "H"], "positions_angstrom": [[-0.881437, 0.633920, 1.508790], [0.262221, 2.413298, -1.962119], [-0.604442, 0.971382, -1.264672], [-1.522526, 0.623068, -2.186998], [-2.434378, -0.438206, -2.019189], [-3.327642, -0.746364, -3.027205], [-3.342485, -0.014323, -4.223622], [-2.468948, 1.040506, -4.420203], [-1.544741, 1.396003, -3.412702], [-0.671002, 2.413152, -3.517218], [-2.409690, -1.009660, -1.097951], [-4.020451, -1.569022, -2.890272], [-4.051180, -0.275875, -5.002961], [-2.477915, 1.614904, -5.339683], [-2.624390, -1.892278, 2.353250], [-3.849311, -1.506779, 3.416313], [-4.706994, -1.259648, 4.165461], [2.477610, -2.830090, 0.895641], [1.544024, -1.727078, 0.355618], [2.422787, -0.656365, -0.302599], [0.724257, -1.097077, 1.469469], [0.598419, -2.382672, -0.656536], [0.647421, -2.137973, -2.026383], [-0.218515, -2.784419, -2.900634], [-1.148863, -3.693642, -2.423561], [-1.222763, -3.933224, -1.057365], [-0.362484, -3.280669, -0.188667], [3.159936, -2.400673, 1.634961], [3.070988, -3.282328, 0.092554], [1.900533, -3.618697, 1.381950], [3.054204, -0.199206, 0.462365], [1.809641, 0.121755, -0.755096], [3.074723, -1.084143, -1.072775], [0.777535, -1.695726, 2.388862], [1.333464, -1.401330, -2.422043], [-0.191273, -2.539356, -3.956026], [-1.842323, -4.173163, -3.104360], [-1.978352, -4.598817, -0.657139], [-0.461106, -3.438703, 0.879382]], "forces_ev_per_angstrom": [[0.014, -0.001, 0.008], [0.000, -0.038, -0.004], [-0.004, 0.104, -0.029], [0.006, -0.023, 0.024], [-0.020, 0.024, -0.046], [0.003, 0.001, 0.036], [0.007, 0.017, -0.023], [-0.005, -0.020, 0.018], [-0.009, -0.020, 0.008], [0.020, 0.000, 0.007], [-0.008, -0.015, 0.011], [0.002, 0.001, 0.001], [0.001, 0.000, 0.000], [0.000, 0.002, -0.002], [0.093, -0.071, -0.063], [-0.104, 0.033, 0.055], [0.008, 0.004, 0.013], [-0.002, 0.010, 0.002], [0.026, -0.005, 0.017], [-0.025, -0.012, -0.011], [0.054, -0.024, -0.046], [0.027, -0.001, -0.015], [-0.018, -0.005, 0.021], [0.005, -0.011, 0.000], [0.016, -0.003, -0.013], [0.001, 0.028, 0.010], [-0.022, -0.017, 0.001], [0.001, -0.001, 0.004], [0.002, 0.000, 0.001], [0.003, 0.002, 0.000], [-0.002, 0.005, -0.001], [-0.013, 0.019, 0.002], [0.008, 0.006, -0.005], [-0.058, 0.009, 0.014], [0.004, -0.001, 0.000], [-0.001, 0.001, 0.000], [-0.003, 0.001, 0.000], [0.000, -0.007, 0.001], [-0.006, 0.006, 0.002]], "spin_multiplicity": 1, "charge": -2, "e_homo_ev": [0.1, -1.4], "gap_ev": [4.53, 5.96], "fmax_ev_per_a": 0.13}

{"formula": "C44H110MgN7O", "method": "the ωB97M-V functional and the def2-TZVPD basis", "symbols": ["Mg", "C", "C", "O", "H", "H", "H", "H", "H", "C", "C", "N", "C", "C", "C", "C", "H", "H", "H", "H", "H", "H", "H", "H", "H", "H", "H", "H", "H", "H", "H", "C", "C", "N", "C", "C", "C", "C", "H", "H", "H", "H", "H", "H", "H", "H", "H", "H", "H", "H", "H", "H", "H", "C", "C", "N", "C", "C", "C", "C", "H", "H", "H", "H", "H", "H", "H", "H", "H", "H", "H", "H", "H", "H", "H", "C", "C", "N", "C", "C", "C", "C", "H", "H", "H", "H", "H", "H", "H", "H", "H", "H", "H", "H", "H", "H", "H", "C", "C", "N", "C", "C", "C", "C", "H", "H", "H", "H", "H", "H", "H", "H", "H", "H", "H", "H", "H", "H", "H", "C", "C", "N", "C", "C", "C", "C", "H", "H", "H", "H", "H", "H", "H", "H", "H", "H", "H", "H", "H", "H", "H", "C", "C", "N", "C", "C", "C", "C", "H", "H", "H", "H", "H", "H", "H", "H", "H", "H", "H", "H", "H", "H", "H"], "positions_angstrom": [[-1.197992, -2.871056, 0.302285], [0.777211, 0.224668, -0.802938], [1.072657, -0.687462, 0.393187], [0.009580, -1.529948, 0.586018], [0.356375, -0.347198, -1.644931], [1.610126, 0.769748, -1.204483], [-0.013006, 0.872689, -0.530578], [1.167329, -0.033059, 1.188206], [2.051588, -1.155124, 0.359572], [3.103651, 2.676119, 1.812007], [4.444366, 2.411490, 2.449912], [4.876062, 1.053114, 2.665153], [3.977003, 0.322915, 3.524616], [3.876083, 0.878095, 4.927883], [5.094553, 0.334826, 1.374966], [6.106817, 1.005953, 0.438350], [2.921991, 2.047569, 0.909675], [2.943863, 3.684268, 1.467733], [2.318475, 2.350132, 2.519210], [5.140363, 2.972678, 1.804629], [4.530389, 3.024371, 3.372713], [2.962141, 0.316325, 3.137104], [4.285966, -0.727967, 3.563488], [3.540658, 1.960831, 5.041388], [3.118753, 0.315406, 5.498052], [4.858730, 0.637128, 5.407078], [4.157209, 0.123634, 0.830002], [5.460073, -0.662483, 1.651848], [6.381143, 0.324190, -0.337370], [6.927462, 1.284868, 1.072519], [5.630188, 1.930713, 0.055721], [1.297213, -5.449602, -1.761881], [-0.029381, -4.806218, -1.276175], [-0.215684, -4.680831, 0.164442], [1.023643, -4.340326, 0.999716], [0.686607, -4.269589, 2.547483], [-0.772498, -5.997954, 0.661025], [-2.208419, -6.167998, 0.393056], [1.605225, -6.345818, -1.173964], [2.036408, -4.668998, -1.875693], [1.126272, -5.873918, -2.748657], [-0.147404, -3.832810, -1.763526], [-0.846907, -5.414203, -1.582149], [1.767898, -5.113679, 0.735533], [1.310947, -3.346392, 0.644826], [1.346667, -3.600690, 3.052639], [-0.284494, -3.802615, 2.558689], [0.699951, -5.233201, 2.996586], [-0.620603, -6.023660, 1.746932], [-0.172537, -6.815665, 0.209172], [-2.419410, -7.169340, 0.800560], [-2.304833, -6.243317, -0.695722], [-2.879160, -5.382083, 0.768116], [-2.559165, -2.050055, -2.665141], [-2.759893, -1.227873, -1.421001], [-3.221558, -1.996983, -0.235338], [-3.511303, -1.054989, 0.870965], [-3.363612, -1.693475, 2.198941], [-4.354256, -2.857316, -0.466941], [-5.623498, -2.093417, -0.782550], [-1.776592, -2.787715, -2.634308], [-2.349339, -1.327798, -3.433645], [-3.419196, -2.557337, -3.097136], [-1.839384, -0.764866, -1.051906], [-3.518487, -0.437827, -1.561707], [-2.654994, -0.362045, 0.777311], [-4.477569, -0.516881, 0.733404], [-4.225774, -2.321287, 2.477544], [-2.442834, -2.283407, 2.176819], [-3.213328, -0.996456, 3.044915], [-4.436571, -3.427293, 0.448131], [-4.223469, -3.608199, -1.252883], [-6.030059, -1.564824, 0.119808], [-6.363779, -2.801806, -1.123896], [-5.531793, -1.416024, -1.610573], [-0.780601, 4.538838, -4.322713], [-1.754929, 3.743336, -5.181473], [-1.535785, 2.292739, -5.246042], [-0.462559, 1.797224, -6.075325], [-0.537631, 2.189304, -7.521568], [-1.404650, 1.802254, -3.885978], [-2.586340, 1.973484, -2.969746], [0.199312, 4.144115, -4.461201], [-1.027794, 4.456653, -3.234093], [-0.751795, 5.613133, -4.534295], [-2.784576, 3.963725, -4.972404], [-1.700040, 4.026660, -6.226827], [0.549775, 2.090745, -5.634265], [-0.457646, 0.720837, -5.924882], [-1.411023, 1.805222, -8.121749], [-0.533833, 3.291655, -7.771321], [0.330601, 1.729422, -7.967362], [-0.491172, 2.177609, -3.325369], [-1.185779, 0.709886, -3.959101], [-3.473083, 1.327763, -3.242822], [-2.951407, 2.971504, -2.809991], [-2.285930, 1.650835, -1.962132], [-4.228049, 4.669620, 2.880980], [-2.770917, 4.264011, 2.793351], [-2.449032, 3.789533, 1.459060], [-3.005189, 2.460819, 1.072317], [-4.204142, 2.675834, 0.115807], [-1.064858, 3.862413, 1.164159], [-0.852549, 4.074784, -0.347110], [-4.386416, 5.362358, 3.738011], [-4.917406, 3.841906, 3.011777], [-4.461496, 5.250067, 2.001749], [-2.126915, 5.140068, 2.990862], [-2.550103, 3.518150, 3.602055], [-2.217204, 1.879607, 0.584204], [-3.322284, 1.973500, 1.995263], [-3.848128, 3.217315, -0.781920], [-4.625961, 1.733048, -0.233760], [-5.045715, 3.229061, 0.518017], [-0.607941, 2.944323, 1.543164], [-0.524329, 4.652788, 1.674287], [-1.243831, 5.041614, -0.678924], [-1.316111, 3.313604, -0.976722], [0.237418, 4.000250, -0.604963], [-1.115576, 1.001719, 3.540359], [-0.216756, -0.208864, 3.847743], [-0.746604, -0.941532, 4.975333], [-0.057559, -2.190433, 5.195693], [1.472676, -2.122620, 5.257708], [-0.927540, -0.275354, 6.251558], [-2.107831, -0.896683, 6.952961], [-2.193227, 0.650118, 3.620067], [-0.907130, 1.398171, 2.556710], [-1.005199, 1.864013, 4.184505], [-0.282438, -0.821969, 2.940736], [0.764031, 0.145084, 3.984335], [-0.366915, -2.665979, 6.146339], [-0.438744, -2.835699, 4.409627], [1.802768, -1.413174, 6.049980], [1.930306, -3.100916, 5.488732], [1.976678, -1.755697, 4.370813], [-1.256391, 0.689382, 5.970669], [-0.000584, -0.256890, 6.804336], [-1.857110, -1.859640, 7.508433], [-2.803055, -1.054550, 6.158235], [-2.487893, -0.221952, 7.737619], [3.044194, 2.777899, -2.878540], [3.492467, 1.799712, -3.948865], [3.275629, 0.383324, -3.593433], [3.495872, -0.503186, -4.736432], [2.674489, -0.333309, -6.016463], [4.126690, -0.034295, -2.478289], [3.859761, -1.471487, -1.987820], [2.001427, 2.871875, -2.670436], [3.386806, 3.790529, -3.204977], [3.671873, 2.620733, -1.993173], [3.030531, 1.996128, -4.937635], [4.629618, 1.971407, -4.051493], [4.589998, -0.527860, -5.037500], [3.204812, -1.497960, -4.365971], [2.954241, -1.098330, -6.707645], [1.663915, -0.379838, -5.763605], [3.032695, 0.598217, -6.497564], [4.007220, 0.715100, -1.709215], [5.193520, -0.005501, -2.740036], [4.577573, -1.669281, -1.163096], [4.018575, -2.191379, -2.798150], [2.867451, -1.631295, -1.587950]], "forces_ev_per_angstrom": [[-0.407, 0.980, 0.053], [0.204, -1.483, -0.659], [-0.404, 0.396, -1.818], [-0.972, -1.214, 0.126], [0.354, -0.181, 0.067], [0.497, 0.402, 0.008], [-0.779, 1.092, 0.443], [0.151, 1.435, 2.204], [0.245, -0.654, -0.442], [-1.437, -1.910, -0.158], [0.982, 2.367, -0.181], [0.345, -0.207, -1.267], [-0.634, 0.038, 0.085], [0.380, 0.135, 1.203], [-0.041, -0.502, 0.548], [-1.669, 0.767, 1.230], [0.324, 0.224, 0.402], [0.079, 0.515, 0.323], [-0.089, 0.532, -0.337], [0.357, -0.693, 0.196], [-0.205, -0.703, -0.188], [-0.515, -0.166, -0.572], [0.136, 0.163, 0.058], [0.859, -1.305, -0.397], [0.241, 0.027, -0.269], [-0.773, 0.881, -0.003], [-0.115, 0.265, 0.102], [0.099, 0.141, 0.025], [0.289, -0.208, -0.585], [0.750, 0.160, -0.074], [0.546, -0.518, -0.244], [-0.874, -0.473, 0.053], [1.416, -0.110, -0.513], [-0.223, -0.801, 2.129], [-0.165, -0.461, -0.144], [0.233, 0.324, -2.908], [1.595, 0.969, 0.905], [-0.523, -1.010, -1.052], [0.021, 1.005, -0.076], [0.565, -0.212, 0.324], [-0.090, 0.196, -0.234], [0.201, 0.052, -0.063], [-0.641, -0.325, -0.635], [-0.049, 0.553, 0.415], [0.402, -0.288, 0.165], [0.594, 0.343, 0.206], [-0.633, -0.007, 0.591], [-0.147, -0.612, 0.517], [0.124, -0.085, -0.416], [-0.337, 0.340, 0.275], [-0.667, 0.492, -0.096], [-0.666, -0.026, 0.150], [0.246, -0.311, 0.173], [-0.512, 0.446, -0.560], [-1.094, 0.123, 0.845], [1.487, -0.632, 0.078], [1.060, 1.275, -0.747], [-0.577, -0.479, 1.419], [-0.813, -0.475, -0.220], [-0.893, -0.166, 1.097], [0.582, -0.177, 0.181], [0.660, 0.260, -0.488], [-0.439, -0.041, 0.565], [0.029, 0.231, -0.590], [0.493, -0.087, -0.399], [-0.687, 0.301, 0.181], [0.877, -0.291, 0.032], [0.442, -0.049, -0.110], [0.055, -0.334, 0.394], [-0.126, -0.152, -0.636], [-0.540, -0.282, 0.280], [0.601, 0.267, 0.008], [0.216, -0.440, -1.014], [-0.406, -0.265, 0.155], [0.320, 0.568, -0.260], [-0.857, 0.270, 1.064], [0.465, 0.018, -1.647], [-0.851, 0.310, 1.754], [0.794, 0.898, 1.168], [-0.728, 0.506, -1.577], [1.191, -1.352, 0.299], [-1.100, -1.272, 0.483], [0.961, -0.185, -0.052], [0.213, -0.014, -0.795], [-0.174, -0.248, -0.241], [-0.561, -0.121, 0.640], [0.279, 0.569, -0.150], [-0.728, 0.015, -0.583], [-0.158, -0.273, -0.417], [0.580, 0.082, 1.053], [0.328, -1.122, 0.672], [0.413, 0.107, -0.499], [-0.593, 0.007, -0.710], [-0.212, 0.489, 0.055], [0.856, 0.714, -0.006], [-0.038, 0.621, -0.356], [0.001, -0.101, -0.196], [0.038, 1.001, 1.042], [-0.043, -0.295, 0.496], [-0.696, -0.113, 0.206], [-1.022, 1.776, 0.136], [0.670, -0.264, -0.642], [1.040, -0.290, -1.210], [1.294, -0.414, -0.123], [0.101, -0.558, -0.346], [-0.060, -0.175, -0.189], [-0.310, 0.012, -0.383], [-0.342, -0.355, -0.115], [0.023, 0.290, -0.454], [-0.135, -0.064, 0.059], [-0.034, -0.400, -0.035], [-0.213, -0.201, 0.509], [0.071, -0.274, -0.057], [0.192, 0.213, 0.421], [0.685, -0.147, -0.429], [-0.377, 0.381, 0.264], [0.104, -0.079, 0.222], [-0.210, -0.086, 0.241], [-0.767, 0.297, 0.252], [-1.044, -0.746, 0.180], [-2.172, 0.835, -0.222], [0.197, -0.931, 0.355], [0.205, -0.833, -0.022], [0.600, 0.158, 0.665], [-0.297, -0.140, -1.016], [0.860, -0.808, 2.086], [1.177, 0.637, -0.264], [-0.103, -0.249, -0.356], [0.145, 0.002, 0.500], [0.350, -0.304, 0.279], [1.717, 0.343, 0.130], [-0.187, 0.420, -0.476], [0.452, -0.509, -0.116], [-0.315, -0.552, -0.278], [-0.333, 0.315, 0.021], [-0.188, 0.030, -0.480], [0.073, 1.459, 0.237], [0.293, 0.295, 0.554], [-0.400, 1.019, -0.943], [-0.926, -0.318, -0.084], [-0.081, -0.189, -0.412], [1.827, 1.294, -0.513], [1.258, -0.414, -0.136], [-0.255, 0.357, -0.760], [0.567, -1.156, -0.070], [2.509, 1.612, 0.517], [-0.331, -0.467, -0.370], [0.721, 0.406, 0.377], [-0.755, -0.418, 0.222], [-0.375, -0.575, 0.063], [-0.623, -0.048, 0.194], [0.179, -0.052, 0.700], [-1.275, -0.156, -0.216], [-0.750, -0.027, 0.419], [0.493, 0.177, -0.215], [0.016, -0.769, -0.312], [-1.801, 0.275, -0.050], [-0.931, -0.225, 0.057], [-0.132, -0.172, 0.542], [0.163, 0.150, -0.319], [-0.350, -0.094, -0.501], [0.187, 0.090, 0.384], [-0.379, 0.177, -0.021]], "spin_multiplicity": 1, "charge": 1, "e_homo_ev": -10.0, "gap_ev": 7.86, "fmax_ev_per_a": 3.03}